Record 1
Molecular formula: C2H9IN5P
Method: DFT, ωB97M-V with the def2-TZVPD basis set

Structure (XYZ):
```
18
Properties=species:S:1:pos:R:3:mulliken_charge:R:1
I 2.3178 3.7953 -0.3271 0.408
P -2.9669 -2.2974 -0.2489 -0.047
N -1.3145 -1.7415 -0.3316 -0.346
N 0.6956 -0.2734 -0.0518 -0.126
N -1.3864 0.7214 0.0636 -0.269
N 1.1451 2.1115 -0.1364 -0.725
N 2.6931 0.6542 0.8887 -0.401
C 1.4874 0.8241 0.2614 0.773
C -0.6758 -0.3830 -0.0458 0.593
H 0.3164 2.4956 -0.5238 0.370
H -2.3955 0.5288 0.0088 0.221
H -3.0203 -2.2163 -1.5867 0.135
H -1.0739 1.5107 0.4864 0.263
H 1.2570 -1.0657 -0.3397 0.296
H 3.1127 1.6007 1.1435 0.158
H -2.4550 -3.5976 -0.2308 0.138
H 2.8459 -0.2500 1.2912 0.258
H -0.5825 -2.4176 -0.3211 0.300
```

Properties
- charge = +2
- structure (SMILES) = N/C(NI)=[NH+]/C(=[NH2+])NP
- HOMO level (eV) = -16.98
- E (eV) = -27041.448
- Kohn-Sham gap (eV) = 8.43
- molar mass (g/mol) = 261.007
- ΔE to the lowest compared entry with this formula, charge and spin (kJ/mol) = 0.0



Record 2
Molecular formula: BrIS
Method: DFT, ωB97M-V with the def2-TZVPD basis set

Structure (XYZ):
```
3
Properties=species:S:1:pos:R:3:mulliken_charge:R:1
I -1.5822 1.9725 -0.1850 -0.033
Br 1.8102 -0.9605 -0.2028 0.090
S -0.2281 -1.0121 0.3878 -0.057
```

Properties
- HOMO level (alpha / beta) (eV) = -9.65 / -9.65
- E (eV) = -88976.322
- Kohn-Sham gap (alpha / beta) (eV) = 5.75 / 5.75
- molar mass (g/mol) = 238.875
- ΔE to the lowest compared entry with this formula, charge and spin (kJ/mol) = 172.9